1.
48
Properties=species:S:1:pos:R:3 method="wB97M-V/def2-TZVPD" e_above_lowest_ev=0.493 e_homo_ev="-9.632 / -12.614" homo_lumo_gap_ev="6.5355 / 6.0100" charge=+1 lumo_energy_ev="-3.10 / -6.60" multiplicity=5
Pt -0.634 -1.713 -0.748
O 1.730 -1.129 2.079
S 1.189 -2.306 1.380
O 1.699 -3.558 2.019
O -0.308 -2.242 1.431
O 1.526 -2.227 -0.067
O -0.050 -1.430 -3.798
C -0.477 -1.379 -2.751
Br -5.421 -3.324 2.032
C -4.675 -2.139 0.793
C -5.423 -1.117 0.231
C -4.811 -0.273 -0.681
C -3.482 -0.477 -0.996
N -2.770 -1.468 -0.451
C -3.344 -2.288 0.432
H -6.461 -0.986 0.501
H -5.357 0.533 -1.146
H -2.968 0.152 -1.710
H -2.724 -3.070 0.850
Te 0.567 0.691 0.706
C 0.045 2.717 0.615
C 0.178 3.564 1.704
C -0.091 4.915 1.522
C -0.486 5.387 0.280
C -0.623 4.521 -0.793
C -0.362 3.166 -0.634
C 2.470 0.971 -0.070
C 3.445 1.558 0.726
C 4.697 1.795 0.179
C 4.955 1.452 -1.143
C 3.973 0.860 -1.922
C 2.719 0.604 -1.384
H 0.484 3.196 2.673
H 0.009 5.596 2.354
H -0.691 6.441 0.148
H -0.933 4.897 -1.758
H -0.465 2.497 -1.480
H 3.258 1.824 1.759
H 5.468 2.243 0.787
H 5.933 1.637 -1.563
H 4.184 0.581 -2.944
H 1.970 0.112 -1.991
B 0.485 -5.634 0.700
C -0.308 -4.737 -0.306
N -0.816 -3.892 -0.931
H -0.127 -6.046 1.628
H 1.307 -4.393 1.421
H 1.516 -6.079 0.317

***

2.
63
Properties=species:S:1:pos:R:3 method="wB97M-V/def2-TZVPD" smiles="NC(N)=O.NC(N)=O.NC(N)=O.CCO.CO.CO.CO.CO.CO" e_above_lowest_ev=1.840 e_homo_ev=-8.720 homo_lumo_gap_ev=8.1384 lumo_energy_ev=-0.58
C -14.282 18.165 19.647
C -15.535 17.548 19.064
O -15.287 16.756 17.900
H -13.969 19.027 19.044
H -13.402 17.569 19.653
H -14.598 18.655 20.614
H -16.429 18.216 18.909
H -15.887 16.783 19.787
H -16.062 16.186 17.779
C -18.201 14.265 17.583
O -16.915 14.630 17.737
N -18.948 14.687 16.626
N -18.974 13.656 18.479
H -18.450 15.049 15.810
H -19.861 14.192 16.414
H -18.506 13.423 19.428
H -19.947 13.158 18.280
C -18.161 12.279 21.380
O -18.970 12.624 22.374
N -17.470 13.041 20.580
N -17.823 11.059 21.098
H -17.437 14.075 20.808
H -16.765 12.697 19.806
H -18.106 10.350 21.755
H -17.065 10.819 20.450
C -19.383 17.297 18.933
O -19.488 18.442 19.795
N -19.734 16.144 19.400
N -18.997 17.168 17.688
H -20.187 16.083 20.309
H -19.601 15.245 18.932
H -18.712 18.036 17.221
H -19.092 16.250 17.209
C -14.151 15.754 22.071
O -13.364 14.747 21.737
H -13.679 16.715 22.001
H -14.635 15.475 23.052
H -14.954 15.774 21.300
H -12.952 14.956 20.905
C -16.658 13.877 25.449
O -15.300 14.032 25.501
H -16.934 12.852 25.588
H -16.889 14.111 24.357
H -17.192 14.567 26.080
H -14.844 13.545 24.803
C -17.879 16.124 22.282
O -17.615 15.758 20.933
H -18.875 15.924 22.579
H -17.683 17.182 22.389
H -17.292 15.596 23.023
H -18.359 15.993 20.387
C -16.880 20.029 21.000
O -17.449 20.436 19.787
H -15.813 20.369 21.086
H -17.045 18.986 21.116
H -17.464 20.524 21.794
H -18.257 19.929 19.709
C -21.963 14.347 21.041
O -20.685 14.568 21.511
H -22.042 13.907 20.046
H -22.542 15.318 21.010
H -22.399 13.472 21.613
H -20.334 13.722 21.638

***

3.
92
Properties=species:S:1:pos:R:3 method="wB97M-V/def2-TZVPD" e_homo_ev="-4.989 / -7.877" homo_lumo_gap_ev="4.5147 / 4.8295" lumo_energy_ev="-0.47 / -3.05" multiplicity=6
Ir 0.215 0.149 0.206
C -0.374 1.215 3.995
C -0.886 1.977 2.827
N -0.771 1.642 1.555
C -1.384 2.618 0.803
C -1.895 3.572 1.644
N -1.565 3.136 2.912
C -2.606 4.850 1.476
O -2.858 5.234 0.239
O -2.912 5.495 2.456
C -1.432 2.447 -0.653
O -1.975 3.288 -1.367
O -0.878 1.355 -1.102
H 0.179 0.351 3.637
H -1.199 0.882 4.629
H 0.304 1.829 4.591
H -1.808 3.657 3.741
H -2.520 4.569 -0.428
N 1.601 -0.424 1.388
C 2.699 -0.244 2.119
C 3.687 -1.315 2.231
C 5.006 -1.058 2.640
C 5.936 -2.080 2.721
C 5.590 -3.386 2.391
C 4.294 -3.656 1.968
C 3.357 -2.639 1.885
C 2.828 1.016 2.872
C 3.343 1.049 4.179
C 3.376 2.233 4.897
C 2.899 3.416 4.337
C 2.393 3.400 3.043
C 2.355 2.216 2.321
H 5.302 -0.045 2.882
H 6.949 -1.854 3.032
H 6.324 -4.179 2.448
H 4.010 -4.667 1.700
H 2.354 -2.854 1.533
H 3.698 0.131 4.631
H 3.768 2.235 5.907
H 2.926 4.339 4.901
H 2.037 4.319 2.591
H 1.965 2.211 1.311
N -5.707 -2.574 1.768
C -4.575 -2.507 1.945
C -3.152 -2.434 2.179
C -2.550 -3.233 3.143
C -1.188 -3.111 3.337
C -0.477 -2.209 2.560
N -1.049 -1.465 1.622
C -2.362 -1.566 1.440
H -3.149 -3.932 3.713
H -0.668 -3.703 4.078
H 0.589 -2.067 2.691
H -2.806 -0.941 0.672
S 0.071 -3.588 -3.589
P -1.730 -2.969 -3.036
S -1.285 -1.609 -1.639
C -2.657 -2.216 -4.382
C -3.716 -2.887 -4.990
C -4.387 -2.291 -6.050
C -4.002 -1.037 -6.499
C -2.947 -0.367 -5.890
C -2.273 -0.952 -4.832
C -2.769 -4.291 -2.384
C -3.889 -3.958 -1.625
C -4.716 -4.959 -1.139
C -4.423 -6.291 -1.410
C -3.309 -6.624 -2.166
C -2.478 -5.623 -2.655
H -4.019 -3.864 -4.638
H -5.214 -2.808 -6.521
H -4.531 -0.574 -7.323
H -2.655 0.617 -6.234
H -1.468 -0.423 -4.337
H -4.115 -2.917 -1.419
H -5.584 -4.700 -0.546
H -5.067 -7.071 -1.024
H -3.083 -7.661 -2.374
H -1.601 -5.875 -3.238
C 3.186 1.390 -0.984
Si 1.992 0.035 -1.448
C 1.363 0.384 -3.169
C 2.819 -1.627 -1.492
H 3.982 1.420 -1.738
H 3.647 1.229 -0.006
H 2.689 2.364 -0.984
H 2.224 0.617 -3.804
H 0.662 1.221 -3.201
H 0.874 -0.504 -3.574
H 3.596 -1.594 -2.266
H 2.098 -2.398 -1.768
H 3.288 -1.904 -0.547

***

4.
14
Properties=species:S:1:pos:R:3 method="wB97M-V/def2-TZVPD" smiles="[O-]/[N+](O)=N/CCC=S" e_above_lowest_ev=6.687 e_homo_ev=-8.849 homo_lumo_gap_ev=8.5645 lumo_energy_ev=-0.28
C 1.034 0.622 0.401
C 0.088 0.618 -0.752
C 1.961 -0.498 0.320
N -0.570 -0.582 -0.882
N -1.624 -0.859 -0.306
O -2.284 0.158 0.517
O -2.199 -1.887 -0.231
S 2.474 -1.409 1.547
H 1.549 1.627 0.566
H 0.589 0.509 1.393
H -0.643 1.568 -0.709
H 0.758 0.834 -1.575
H -3.208 -0.065 0.566
H 2.074 -0.636 -0.857

***

5.
66
Properties=species:S:1:pos:R:3 method="wB97M-V/def2-TZVPD" e_above_lowest_ev=0.880 e_homo_ev="-13.186 / -14.387" homo_lumo_gap_ev="7.3559 / 6.8669" charge=+2 lumo_energy_ev="-5.83 / -7.52" multiplicity=5
Pt 0.127 0.095 -0.874
S -7.479 -1.055 -1.029
N -6.646 0.328 -1.022
C -5.378 -0.009 -1.060
C -4.261 0.920 -1.097
C -4.436 2.302 -1.164
C -3.326 3.110 -1.247
C -2.070 2.516 -1.237
N -1.891 1.205 -1.150
C -2.967 0.398 -1.095
C -2.737 -1.064 -1.100
N -1.504 -1.480 -1.088
C -1.185 -2.886 -1.228
C -2.342 -3.819 -1.328
C -3.601 -3.366 -1.270
C -3.846 -1.967 -1.146
C -5.160 -1.419 -1.094
N -6.287 -2.117 -1.083
H -5.442 2.706 -1.167
H -3.415 4.185 -1.322
H -1.185 3.130 -1.315
H -0.553 -3.165 -0.384
H -2.100 -4.865 -1.469
H -4.452 -4.031 -1.342
C 4.875 -1.871 -1.968
P 3.640 -0.803 -1.205
C 3.708 -1.081 0.577
C 4.186 0.923 -1.517
C 3.386 2.010 -0.775
P 1.543 2.032 -0.956
C 1.134 3.312 0.278
C 1.346 2.773 -2.610
H 5.847 -1.632 -1.529
H 4.905 -1.711 -3.046
H 4.630 -2.915 -1.784
H 4.686 -0.759 0.945
H 3.578 -2.148 0.758
H 2.918 -0.532 1.091
H 4.161 1.070 -2.599
H 5.234 0.949 -1.202
H 3.707 2.993 -1.124
H 3.607 1.955 0.292
H 1.374 4.304 -0.106
H 1.729 3.133 1.175
H 0.085 3.275 0.564
H 1.550 3.844 -2.583
H 0.347 2.591 -3.005
H 2.050 2.292 -3.292
N -0.230 -0.115 1.304
C -0.065 -0.165 2.438
C 0.117 -0.211 3.858
C 1.054 -1.084 4.417
C 1.223 -1.105 5.789
C 0.464 -0.265 6.596
C -0.469 0.601 6.038
C -0.650 0.634 4.668
H 1.627 -1.744 3.776
H 1.945 -1.778 6.231
H 0.596 -0.291 7.670
H -1.057 1.250 6.673
H -1.378 1.297 4.218
O 2.029 -2.878 -3.569
Se 1.018 -2.119 -2.620
O 0.590 -0.615 -3.081
O 1.516 -1.986 -1.024
O -0.418 -3.081 -2.450

***

6.
90
Properties=species:S:1:pos:R:3 method="wB97M-V/def2-TZVPD" e_homo_ev=-8.704 homo_lumo_gap_ev=8.1267 lumo_energy_ev=-0.58
C -2.908 -0.159 -5.292
P -3.093 -1.816 -4.594
O -4.250 -2.496 -5.547
N -3.870 -1.691 -3.031
C -3.316 -2.233 -1.968
N -2.124 -2.773 -1.922
P -1.532 -3.470 -0.422
S -1.311 -2.064 0.896
N -4.203 -2.158 -0.889
C -5.084 -1.015 -1.204
C -4.899 -0.715 -2.763
C -4.514 0.771 -2.756
O -5.429 1.584 -3.039
O -3.325 1.029 -2.481
H -2.094 0.384 -4.831
H -2.693 -0.255 -6.353
H -3.805 0.453 -5.220
H -4.101 -3.448 -5.528
H -1.602 -2.742 -2.795
H -2.463 -4.401 0.075
H -0.302 -4.098 -0.659
H -4.807 -2.979 -0.925
H -4.542 -0.189 -0.751
H -6.083 -1.040 -0.801
H -5.873 -0.931 -3.178
C 1.309 -0.522 3.671
Cl 1.856 -0.129 2.038
Cl -0.363 -0.018 3.934
H 1.373 -1.596 3.809
H 1.943 -0.011 4.384
C -0.190 -4.588 -6.369
Cl -0.157 -6.347 -6.497
Cl -0.498 -4.057 -4.707
H 0.768 -4.194 -6.685
H -0.981 -4.205 -7.004
C -1.096 4.063 4.450
Cl -2.201 5.212 5.201
Cl 0.589 4.453 4.836
H -1.314 3.068 4.819
H -1.228 4.102 3.375
C 5.231 1.132 0.822
Cl 6.139 -0.349 0.487
Cl 4.981 2.081 -0.648
H 4.266 0.863 1.233
H 5.787 1.727 1.536
C -5.901 3.606 -5.063
Cl -7.639 3.297 -5.000
Cl -5.261 3.425 -6.706
H -5.716 4.619 -4.727
H -5.406 2.894 -4.408
C -9.711 0.121 -5.348
Cl -10.449 -1.213 -6.247
Cl -8.305 -0.407 -4.422
H -9.393 0.883 -6.050
H -10.445 0.526 -4.662
C 9.137 -1.223 2.120
Cl 10.570 -1.532 1.134
Cl 9.419 0.058 3.308
H 8.325 -0.914 1.474
H 8.875 -2.132 2.648
C 3.123 4.024 7.431
Cl 3.100 2.267 7.251
Cl 3.129 4.500 9.135
H 4.019 4.409 6.959
H 2.241 4.438 6.955
C -3.724 3.281 1.604
Cl -5.229 2.570 2.198
Cl -3.592 4.983 2.079
H -2.892 2.733 2.032
H -3.704 3.209 0.522
C 6.601 2.835 9.742
Cl 6.386 1.081 9.784
Cl 7.903 3.307 8.641
H 5.680 3.289 9.401
H 6.846 3.180 10.739
C 5.128 -0.754 4.524
Cl 4.476 0.886 4.632
Cl 4.811 -1.496 2.946
H 6.201 -0.705 4.669
H 4.674 -1.360 5.299
C 3.151 -4.848 -0.468
Cl 1.632 -5.652 -0.033
Cl 3.159 -3.155 0.014
H 3.968 -5.358 0.028
H 3.271 -4.906 -1.543
C 4.622 0.299 -3.791
Cl 4.446 -1.459 -3.671
Cl 5.975 0.749 -4.835
H 3.710 0.711 -4.206
H 4.799 0.697 -2.799

***

7.
44
Properties=species:S:1:pos:R:3 method="wB97M-V/def2-TZVPD" e_above_lowest_ev=0.000 e_homo_ev="-11.028 / -11.110" homo_lumo_gap_ev="8.1605 / 5.0556" charge=+1 lumo_energy_ev="-2.87 / -6.05" multiplicity=6
Fe -0.028 -0.586 -1.132
C 2.587 -1.708 -1.981
N 2.119 -0.578 -1.152
C 2.540 -0.752 0.275
C 1.402 -0.443 1.257
N 0.192 -1.056 0.704
C -0.495 -1.948 1.528
C -0.881 -3.203 1.064
F -0.558 -3.565 -0.198
C -1.581 -4.110 1.838
F -1.918 -5.292 1.335
C -1.908 -3.784 3.146
F -2.577 -4.641 3.904
C -1.538 -2.544 3.647
F -1.864 -2.204 4.888
C -0.854 -1.649 2.843
F -0.565 -0.439 3.342
C 2.523 0.703 -1.741
C 1.713 1.851 -1.166
N 0.287 1.534 -1.253
C -0.627 2.495 -1.088
C -0.410 3.815 -0.582
F 0.798 4.199 -0.193
C -1.439 4.715 -0.429
F -1.205 5.916 0.064
C -2.740 4.357 -0.777
F -3.716 5.218 -0.634
C -3.008 3.080 -1.275
F -4.241 2.753 -1.614
C -1.977 2.191 -1.417
F -2.238 0.980 -1.919
H 3.679 -1.738 -2.051
H 2.243 -2.643 -1.541
H 2.188 -1.616 -2.992
H 2.806 -1.802 0.395
H 3.442 -0.164 0.471
H 1.664 -0.849 2.236
H 1.271 0.634 1.403
H 3.592 0.889 -1.594
H 2.349 0.647 -2.818
H 1.991 2.043 -0.127
H 1.934 2.762 -1.725
O -2.999 -1.894 -1.357
C -1.954 -1.574 -1.583